[1]
Molecular formula: C2H2Cl2O2
Method: DFT, ωB97M-V with the def2-TZVPD basis set

Positions of all 8 atoms, in Å:
Cl 0.98811 -1.59401 0.65584
Cl 0.98974 0.07677 -1.66779
O -2.30187 0.28601 -1.14041
O 0.02672 0.78736 0.75856
C 1.02910 0.06605 0.15042
C -1.96961 -0.36672 -0.29579
H 1.92317 0.54438 0.35485
H -0.68537 0.20017 1.18431

Atoms 1-3, force components in eV/Å:
0.4 -0.8 0.4
-0.3 0.2 0.1
-0.3 0.3 -0.6

Properties
total charge	0
energy	-31245.404	eV
gap between HOMO and LUMO	11.8	eV

[2]
Molecular formula: C16H23NO4
Method: DFT, ωB97M-V with the def2-TZVPD basis set

Positions of all 44 atoms, in Å:
O 3.67430 2.99060 -5.05759
O 2.74382 -0.71747 -2.86672
O 3.71691 0.37911 -4.52007
O -2.37429 0.36863 0.14464
N 3.71447 4.76379 -3.69146
C -1.53762 0.97390 -1.94537
C -1.96724 -4.26982 5.12537
C 3.43126 3.47948 -3.96654
C -2.25256 -2.77288 5.16183
C 1.94431 1.51656 -3.33342
C 0.04458 0.56956 -0.18932
C -1.27709 0.61714 -0.62133
C -1.44277 -2.15890 2.82349
C 1.07259 0.86954 -1.06510
C -0.50472 1.26385 -2.81030
C 0.81689 1.21662 -2.38328
C -2.62142 -2.19278 3.79484
C -2.21522 -0.15287 1.44855
C 2.79827 2.70165 -2.83053
C -1.81754 -1.63158 1.43951
C 2.83267 0.27166 -3.53855
H -1.09159 -4.48899 4.52031
H -1.78397 -4.64247 6.13064
H -1.37908 -2.24579 5.55251
H -2.81650 -4.80813 4.71017
H -0.64680 -1.53953 3.24518
H -3.19803 -0.02331 1.90834
H 0.29252 0.29690 0.82414
H 1.52721 1.78020 -4.31280
H 3.60164 2.33797 -2.18348
H -3.08138 -2.59210 5.85043
H -2.99482 -1.17721 3.94044
H 2.16964 3.36852 -2.23683
H 2.09081 0.81147 -0.71324
H -1.48777 0.43923 2.01882
H -0.96614 -1.75695 0.76648
H -1.04714 -3.16814 2.70269
H 4.15736 5.32587 -4.40062
H 3.71904 1.28223 -4.93028
H -2.64551 -2.21436 1.03138
H -0.72963 1.52702 -3.83414
H -3.42938 -2.78548 3.36023
H -2.56463 1.00994 -2.27268
H 3.52454 5.17732 -2.79633

Atoms 1-3, force components in eV/Å:
0.1 -0.1 -0.4
0.1 -0.1 0.0
0.4 0.0 -0.4

Properties
total charge	0
SMILES string	CCCCCCOc1ccc([C@@H](CC(N)=O)C(=O)O)cc1
energy	-26646.639	eV
gap between HOMO and LUMO	8.8	eV

[3]
Molecular formula: C3H3Cl9
Method: DFT, ωB97M-V with the def2-TZVPD basis set

Positions of all 15 atoms, in Å:
Cl -2.98371 0.34199 2.07415
Cl -5.39117 1.20119 0.70719
Cl 0.48242 -1.75926 0.46377
Cl -4.47191 2.58389 3.11942
Cl 4.64994 0.85646 -2.17973
Cl -1.06716 -0.48910 -1.51224
Cl 4.32146 -1.78288 -3.47951
Cl 5.50537 -1.50818 -0.84444
Cl 1.52899 0.76130 -0.60897
C 0.06153 -0.16651 -0.18124
C 4.28882 -0.88418 -1.94408
C -4.58388 1.04680 2.28100
H 3.30547 -0.98404 -1.48458
H -0.42512 0.33340 0.65624
H -5.22098 0.44919 2.93297

Atoms 1-3, force components in eV/Å:
-0.1 -0.2 0.1
0.1 0.0 0.3
0.5 -0.1 0.2

Properties
total charge	0
SMILES string	ClC(Cl)Cl.ClC(Cl)Cl.ClC(Cl)Cl
energy	-115861.039	eV
gap between HOMO and LUMO	11.5	eV

[4]
Molecular formula: C22H26N4O3S
Method: DFT, ωB97M-V with the def2-TZVPD basis set

Positions of all 56 atoms, in Å:
S 2.98752 -1.64244 0.78730
O -1.61116 3.40350 -1.00355
O -1.16934 0.62655 2.38381
O 1.89400 3.14435 0.16288
N -5.52272 -0.88034 -0.83429
N -2.57159 1.83899 0.31737
N 0.69391 -0.42421 1.65910
N 0.31701 1.84335 1.17330
C -0.11381 0.68499 1.77298
C -1.82280 -3.60395 -1.16551
C 0.18023 -1.71069 2.11729
C 4.12223 -0.57616 -0.01322
C -2.43480 -2.56640 -0.48105
C -1.65170 2.77486 0.03062
C 6.33667 0.13434 -0.81378
C -3.55834 1.36826 -0.62637
C 4.45128 1.78946 -0.73820
C 0.07215 -3.45762 0.30071
C 5.42603 -1.06483 -0.53982
C -0.61706 2.96512 1.15915
C 1.88708 -0.33118 1.01063
C 2.36953 0.84963 0.49363
C -0.53207 -2.41493 0.98910
C -0.57435 -4.05221 -0.76959
C -5.91683 0.52262 -0.86301
C 3.66253 0.69496 -0.09846
C 1.56975 2.05031 0.56361
C 5.57847 1.20910 -1.59005
C -1.79212 -1.97985 0.59437
C -4.95645 1.35109 -0.01102
H -2.26850 -1.17847 1.13768
H 4.86192 2.42893 0.04880
H -0.03471 3.86441 0.95146
H -6.11329 -1.42373 -1.45452
H -5.86482 0.86018 -1.90133
H -2.50212 1.34952 1.20121
H -0.09751 -4.86476 -1.29767
H -3.30594 0.35139 -0.94743
H 1.02303 -2.30172 2.48318
H -6.94699 0.68471 -0.50465
H -5.33600 2.36845 0.08824
H 5.15977 0.76781 -2.49685
H -5.64068 -1.25066 0.10434
H 5.89315 -1.74806 0.17356
H 3.78494 2.41374 -1.33486
H -0.51184 -1.50075 2.93634
H 6.25979 2.00701 -1.88765
H -2.32047 -4.06453 -2.00596
H -4.90031 0.91091 0.98810
H -3.52108 2.03231 -1.49205
H 5.25978 -1.62497 -1.46646
H -3.40937 -2.20992 -0.78286
H 1.04844 -3.80761 0.60373
H 7.21174 -0.19472 -1.37610
H 6.68058 0.55207 0.13444
H -1.11277 3.03180 2.12937

Atoms 1-3, force components in eV/Å:
0.0 0.5 -0.1
0.1 0.3 -0.3
-0.2 0.0 0.2

Properties
total charge	0
SMILES string	NCCCNC(=O)Cn1c(=O)c2c3c(sc2n(Cc2ccccc2)c1=O)CCCC3
energy	-46176.853	eV
gap between HOMO and LUMO	8.7	eV

[5]
Molecular formula: C4H10O2PS2Se3TeV
Method: DFT, ωB97M-V with the def2-TZVPD basis set

Positions of all 24 atoms, in Å:
Te 3.41084 -1.24653 -2.56210
Se -1.22754 -3.22621 -0.85406
Se 1.89426 -0.14412 -0.92452
Se -1.42773 -1.03432 0.01305
V 0.32912 0.39802 0.48190
S 0.93223 -0.01911 2.42193
S -0.43368 2.55812 -0.16902
P -1.35135 2.53723 1.69278
O -2.31548 3.92705 1.61620
O -0.11613 3.19293 2.58701
C -3.54348 3.88282 2.31921
C -3.62563 5.02933 3.31010
C 0.13907 4.51761 4.55663
C -0.27705 3.17364 3.99216
H -0.47251 5.31510 4.13159
H 1.18041 4.71996 4.30282
H -4.60362 5.04460 3.79929
H 0.03560 4.53077 5.64548
H 0.34588 2.36766 4.39566
H -2.85613 4.93264 4.07772
H -3.65456 2.92175 2.83515
H -1.31522 2.94642 4.26942
H -4.36513 3.95614 1.59746
H -3.47638 5.98219 2.79979

Atoms 1-3, force components in eV/Å:
0.1 -0.1 0.0
0.0 0.5 0.2
0.0 0.2 -0.3

Properties
total charge	-2
energy	-268387.104	eV
gap between HOMO and LUMO (spin up / spin down)	4.8 / 4.8	eV

[6]
Molecular formula: C22H18BrN2O6S
Method: DFT, ωB97M-V with the def2-TZVPD basis set

Positions of all 50 atoms, in Å:
Br -5.18341 1.45078 3.43585
S -0.47682 -1.34820 -0.55802
O 1.84688 -0.33461 2.74273
O 6.97504 0.61610 1.97880
O -2.58163 1.12956 4.66162
O -0.70175 -2.76823 -0.57658
O 0.80559 -0.76325 -0.30116
O -1.04422 2.29646 3.61631
N -1.41216 -0.70609 0.73755
N -1.86409 1.34982 3.66001
C 4.85948 0.16933 0.86389
C 3.54261 -0.13037 1.06484
C -2.62056 1.03880 -5.70634
C -0.92278 0.03535 1.78104
C -1.18843 -0.61511 -2.00583
C -3.21145 -0.00819 1.93144
C -1.98346 0.49494 2.53086
C -2.81127 -0.79854 0.83044
C 3.03248 -0.51431 2.38186
C -1.64928 1.30958 -3.38205
C -2.11913 0.47852 -4.40599
C -4.56817 0.23314 2.11881
C 5.78092 -0.01252 1.93144
C -2.10686 -0.90323 -4.21295
C -3.71373 -1.46595 0.00770
C -5.07612 -1.25841 0.23640
C -5.49168 -0.41367 1.28394
C 7.33907 1.49419 0.88368
C -1.17241 0.77364 -2.18622
C 4.07009 -1.02650 3.28614
C -1.63157 -1.46048 -3.03045
C 5.38794 -0.76983 3.07676
H -3.35047 -2.13242 -0.76932
H -2.46083 -1.55676 -5.00993
H 0.12719 0.13546 1.98491
H -3.66552 0.75693 -5.88114
H 3.73361 -1.50208 4.20288
H -2.55083 2.12879 -5.71620
H 6.14467 -1.06793 3.80165
H -1.64222 2.38965 -3.53879
H -2.04414 0.65301 -6.55573
H 2.82490 0.02416 0.26908
H 5.18788 0.58624 -0.09385
H -5.82044 -1.74087 -0.39415
H 8.31137 1.88450 1.17883
H 7.41601 0.92946 -0.05351
H -1.60610 -2.53953 -2.90493
H -6.55283 -0.26333 1.45328
H 6.61787 2.31275 0.76115
H -0.77924 1.42922 -1.41073

Atoms 1-3, force components in eV/Å:
-0.4 -0.1 -0.4
0.7 0.3 1.5
-1.5 -0.4 0.1

Properties
total charge	-1
energy	-119245.477	eV
gap between HOMO and LUMO	4.1	eV

[7]
Molecular formula: C35H39N5O3Ta
Method: DFT, ωB97M-V with the def2-TZVPD basis set

Positions of all 83 atoms, in Å:
Ta -0.26822 -14.94930 -13.37807
O 0.10781 -16.67528 -14.32100
O -0.07781 -20.48666 -17.16550
O -1.90372 -15.01251 -14.50318
N 1.62110 -14.76674 -12.07290
N -4.42287 -18.19865 -6.85035
N -0.25316 -16.74178 -11.95839
N -0.27056 -12.58221 -13.62527
N 1.16328 -14.45150 -15.45348
C -1.70548 -15.10948 -9.50757
C -2.08933 -17.50916 -17.19097
C -2.23401 -15.19246 -10.78903
C -3.34249 -16.71163 -8.70140
C 0.96905 -15.27883 -16.69725
C -0.03384 -18.65135 -15.61625
C 0.64659 -21.43010 -16.23964
C 3.70739 -13.87588 -11.16608
C -1.72874 -14.20459 -11.77632
C -3.32174 -16.02699 -10.99511
C 2.03074 -17.94803 -9.39431
C -1.58744 -12.15116 -14.22369
C -2.20977 -15.93133 -8.48282
C 0.83189 -13.08267 -15.77899
C 3.91556 -14.96850 -10.41334
C 2.61942 -14.57931 -15.08049
C 1.83962 -15.86767 -11.19067
C -1.13598 -17.69088 -11.93915
C -0.49627 -17.38644 -15.28878
C -1.64428 -16.85449 -15.99673
C -2.30356 -15.67731 -15.57200
C 0.78732 -12.19624 -14.59939
C 2.54673 -13.81480 -11.96118
C 0.84981 -17.89282 -10.15179
C -0.04127 -11.66775 -12.44149
C -3.36848 -14.96753 -16.36664
C -3.84995 -16.84000 -9.98962
C 2.93632 -15.94305 -10.36646
C 3.03997 -17.09262 -9.46543
C -3.79643 -17.60947 -7.66285
C -1.12306 -18.78294 -11.00540
C -0.14943 -18.81079 -10.06235
C 0.81432 -16.86616 -11.12408
C -1.53200 -18.70386 -17.52374
C -0.45444 -19.29576 -16.77905
H 0.66281 -19.13714 -14.98656
H -0.07425 -15.37579 -16.92319
H -3.73227 -16.10224 -11.98755
H 3.05022 -13.66147 -14.71879
H 1.51437 -12.68332 -16.58626
H 2.64905 -15.40417 -14.38736
H 3.92250 -17.17180 -8.87496
H 1.45307 -14.67620 -17.52920
H -0.02336 -21.86441 -15.52018
H -1.93567 -19.51677 -11.03950
H -1.81233 -19.24217 -18.38054
H -1.80783 -15.90589 -7.50947
H -3.04215 -14.67252 -17.34270
H -1.55701 -11.09522 -14.45491
H 1.34525 -16.27660 -16.39157
H 0.46589 -12.19111 -11.65815
H 4.39675 -13.02210 -11.19120
H 1.74804 -12.09398 -14.07430
H -3.78611 -14.20666 -15.77468
H -4.78485 -17.45455 -10.19650
H -0.18372 -19.54463 -9.28487
H 4.76609 -15.06870 -9.77454
H 1.43587 -20.86675 -15.81437
H -2.52580 -13.96086 -12.43491
H -1.45112 -13.30610 -11.22165
H -2.98712 -17.19251 -17.72906
H -1.03176 -11.31027 -12.13420
H -2.00913 -17.63340 -12.58999
H 0.53525 -11.20131 -14.97176
H -0.17484 -13.11862 -16.25676
H -2.46215 -12.22276 -13.45820
H 0.99940 -22.24597 -16.94594
H -4.15514 -15.64080 -16.69440
H 2.34014 -12.96558 -12.52191
H -0.91016 -14.35847 -9.29197
H 0.60777 -10.78894 -12.78219
H -1.73817 -12.76519 -15.10335
H 2.07282 -18.75333 -8.69877
H 3.18853 -14.93947 -15.98357

Atoms 1-3, force components in eV/Å:
0.1 -0.8 0.1
-1.1 -0.1 -0.8
0.0 -0.5 0.7

Properties
total charge	+3
energy	-52047.321	eV
gap between HOMO and LUMO	5.6	eV

[8]
Molecular formula: C54H58F9O3P
Method: DFT, ωB97M-V with the def2-TZVPD basis set

Positions of all 125 atoms, in Å:
P -2.57176 -1.35012 4.17596
F 3.20948 4.24277 -7.13898
F 1.75533 -3.50047 -6.17687
F -5.01475 -3.84940 -0.74918
F -8.60545 0.32358 3.21061
F 3.02091 2.05060 -1.70179
F 12.15623 0.82187 -6.17760
F 0.65905 -0.72975 7.74456
F -3.20351 -2.34241 5.47318
F 5.16538 5.27264 -1.11755
O -0.21709 -3.93046 0.71108
O 0.11876 -1.02467 1.54911
O -1.79000 -1.99589 0.43538
C 6.12566 4.76620 -5.04711
C -9.28279 3.37991 1.37988
C 5.95777 2.71431 1.32808
C -7.08793 -2.83761 5.80767
C -0.74688 -1.75847 4.56139
C -0.68345 -1.20466 7.26291
C -1.45710 -3.41755 0.61628
C 10.70815 0.56441 -4.33419
C -6.71098 -0.13625 -1.26265
C 7.54263 4.53488 1.51987
C -5.34128 -0.24676 -1.01066
C 5.30820 3.38938 0.29467
C 4.00712 4.24713 -6.06270
C -9.43211 4.27910 2.43680
C 1.22898 -1.57347 -2.46557
C -4.76778 -1.50553 -0.83133
C -0.46534 -2.34732 6.06502
C 5.65919 4.25531 -3.83336
C -1.23263 -1.14909 1.50205
C -5.91352 -0.89917 4.23577
C 7.07313 3.29001 1.94153
C 9.52979 0.92091 -3.67890
C 2.40752 -4.39304 -5.42019
C 2.52440 -5.74254 -3.43221
C 8.67165 1.86052 -4.25219
C -2.10127 -0.29658 2.60684
C 5.78658 4.62689 -0.12170
C 2.43770 0.87052 -1.95055
C -6.92975 -2.54001 -1.17307
C -6.68934 -1.25226 5.67251
C 2.50859 0.32828 -3.22907
C -8.87438 1.61155 2.95880
C 1.77135 0.20708 -0.92627
C 3.63336 -4.88893 -5.85037
C 3.53255 3.74231 -4.85719
C -7.50556 -1.28097 -1.34132
C -3.45615 0.17004 4.92691
C 5.29657 4.75675 -6.16876
C -4.97242 0.43809 4.36126
C 6.89961 5.20444 0.47907
C -9.02636 2.49871 4.01875
C 8.99144 2.44937 -5.47807
C -9.30129 3.84088 3.75689
C 3.75774 -6.24234 -3.85292
C 1.90590 -0.90285 -3.48725
C -2.72121 -4.49050 0.65517
C 4.31521 -5.81443 -5.06035
C 10.17552 2.10083 -6.12772
C 1.84822 -4.80877 -4.21699
C 11.02152 1.15997 -5.55092
C -8.99684 2.04025 1.64178
C 4.36508 3.74133 -3.73829
C -5.56687 -2.64036 -0.91657
C 1.15906 -1.01858 -1.18684
H 4.28780 -6.96757 -3.23921
H 4.00564 3.34048 -2.79361
H 5.59631 1.74274 1.65572
H -6.80583 -3.50263 4.88567
H -6.07058 -0.89517 6.61140
H -3.38491 0.13818 6.11810
H -2.44360 -5.50443 1.17164
H -1.39961 0.58613 2.99143
H -3.09760 0.16991 2.19265
H 3.03153 0.86753 -4.01213
H -5.01735 0.98644 3.31703
H -4.72376 0.64620 -0.95369
H 7.57678 2.76517 2.75051
H 8.31947 3.17815 -5.92448
H -5.51010 1.14728 5.15524
H 0.70075 -2.60015 6.10796
H 11.38221 -0.17076 -3.90722
H -6.58354 -3.36309 6.75249
H -0.14656 -0.73098 4.46740
H -8.57210 -1.19225 -1.53346
H -1.23524 -0.26239 6.80155
H -7.15868 0.84600 -1.39801
H -0.23476 -2.48281 3.77095
H 0.62814 -1.54041 -0.39430
H 0.75523 -2.53157 -2.66851
H -6.79800 -0.61133 3.48748
H -7.53095 -3.44069 -1.23987
H -5.39106 -1.83503 3.76621
H -1.23881 -1.64941 8.20406
H 8.40841 4.98283 2.00159
H 1.96229 -1.33900 -4.48150
H -3.58710 -3.94302 1.26224
H -9.38912 3.72247 0.35340
H 7.25653 6.16871 0.13275
H 0.89287 -4.40321 -3.90085
H -9.41421 4.54402 4.57835
H 4.43554 2.96164 -0.18799
H 6.30773 4.25879 -2.95990
H -3.11100 -4.59866 -0.44503
H -2.80268 1.11904 4.61600
H 5.27788 -6.20230 -5.38403
H 4.04685 -4.55128 -6.79508
H 5.64446 5.14167 -7.12179
H 9.28079 0.46699 -2.72273
H 1.73443 0.64857 0.06410
H -9.65097 5.32514 2.23315
H 10.44449 2.55382 -7.07636
H -8.26564 -2.86786 5.99053
H 2.52082 3.35486 -4.79880
H -3.29897 -2.22330 3.24481
H -7.66179 -0.55984 5.65868
H -8.86879 1.32960 0.83203
H 2.09057 -6.08016 -2.49407
H 7.75018 2.13597 -3.74367
H 7.13277 5.16957 -5.11766
H -8.92953 2.13852 5.03774
H -3.70734 -1.61040 -0.62659
H -1.00984 -3.36631 6.30510

Atoms 1-3, force components in eV/Å:
-0.4 -0.5 -0.3
-0.1 0.0 -0.2
-0.1 0.2 -0.1

Properties
total charge	0
SMILES string	CCCCC[PH](F)(CCCF)CC(=O)OC(C)=O.Fc1ccccc1.Fc1ccccc1.Fc1ccccc1.Fc1ccccc1.Fc1ccccc1.Fc1ccccc1.Fc1ccccc1
energy	-96819.696	eV
gap between HOMO and LUMO	8.7	eV